Formula: C9H12NOPS2
Source: the OMol25 dataset
Level of theory: wB97M-V/def2-TZVPD

Geometry as ORCA input:
```
! RIJCOSX wB97M-V def2-TZVPD def2/J DEFGRID3
* xyz 0 1
C -3.7703 1.2632 1.1320
C -2.8311 2.2437 0.9905
C -3.4564 -0.0596 0.7352
C -1.7010 2.0269 0.1476
C -2.3394 -0.3104 0.0314
C -1.4411 0.7153 -0.3097
C 1.0736 -2.9985 -0.5978
C 2.7654 1.8617 0.6107
C 2.7144 0.4715 -0.0347
N 0.1074 -3.0426 -1.3787
O 1.6330 -1.7559 -0.3380
P 1.1002 -0.3237 0.1785
S 0.3073 -0.2261 1.9299
S -0.0327 0.4553 -1.4174
H -4.7459 1.4510 1.6864
H -3.0670 3.2210 1.3676
H -4.0659 -0.8757 1.0626
H -0.9851 2.7680 -0.0628
H -2.0375 -1.2996 -0.3186
H 1.5273 -3.7314 0.0068
H 1.6940 2.1298 0.8232
H 3.3332 1.9280 1.5068
H 3.2632 2.5555 -0.0295
H 3.5789 -0.1644 0.4460
H 3.0520 0.6943 -0.9920
H -0.3671 -3.9295 -1.5556
*
```

Output
lowest unoccupied orbital energy = 0.66 eV
HOMO-LUMO gap = 9.34 eV
ΔE to the lowest compared entry with this formula, charge and spin = 0.0 kJ/mol
strongest force on any atom = 0.07573 hartree/bohr
SMILES string = [H]/N=C/O[P@@](=S)(CC)Sc1ccccc1